2 unconnected molecules or ions with the total composition C31H26N2O2S at a distorted geometry, computed with ωB97M-V/def2-TZVPD.

Calculated values
* DFT total energy: -1854.9315 Eh
* net charge: 0

XYZ file:
```
62
Properties=species:S:1:pos:R:3:forces:R:3:mulliken_charge:R:1
S 0.9093 0.8848 3.8843 -3.24 -0.91 0.23 1.250
O 0.6983 1.5785 2.5590 1.06 -0.30 2.63 -0.629
O 0.6325 1.5430 5.2180 1.50 -0.26 -3.08 -0.654
N 3.3446 0.0095 -1.7554 -1.04 0.52 -0.44 0.149
N -6.8248 0.1388 3.9744 1.30 -0.12 -0.10 -0.648
C 4.4856 -0.4819 5.1106 0.11 -0.02 0.14 -0.634
C 1.2543 -0.8438 -1.8607 -1.54 -0.58 -0.08 1.113
C 4.5111 -0.5437 2.7216 -0.01 0.00 -0.14 -0.241
C 2.0617 0.2952 -2.1031 0.92 0.17 0.36 -0.086
C -2.4945 -4.3970 -1.3656 -0.05 0.16 0.23 1.059
C 5.1462 -0.7455 3.9291 0.27 -0.15 0.06 -0.575
C -3.4476 1.0144 3.9583 0.08 -0.14 -0.03 -0.890
C -1.3314 -4.4701 -2.1275 0.04 0.15 -0.19 -0.236
C -3.2508 -5.6363 -1.0278 -0.36 -0.15 0.13 -1.463
C 3.1935 -0.0007 5.0797 -0.14 0.09 0.60 -0.297
C 3.2188 -0.0609 2.6968 -0.14 0.07 -0.56 -0.198
C -0.1507 -0.9115 -1.9897 1.57 0.04 0.51 -0.418
C 3.4305 -1.2950 -1.2689 -0.51 -1.21 0.48 -0.661
C -3.7073 -1.3904 3.9133 -0.09 0.17 -0.02 -0.613
C 4.2804 -3.3004 -0.3061 -0.18 -0.22 -0.03 -0.579
C 2.5676 0.2127 3.8769 -0.39 0.44 0.11 -0.477
C -5.6624 0.0294 3.9545 -2.86 0.26 0.17 0.186
C -2.9198 -3.1508 -0.9116 -0.03 -0.24 0.03 -0.812
C -2.3551 -1.5497 3.8775 -0.02 0.25 -0.07 -1.039
C 1.6418 1.6009 -2.6475 0.03 0.23 -0.08 -1.395
C -0.5829 -3.3466 -2.3846 -0.01 0.35 0.07 -0.998
C -2.1912 -2.0183 -1.1769 0.47 0.44 -0.28 -1.002
C 1.9266 -3.1312 -0.7812 0.00 0.49 -0.11 -0.280
C -1.4854 -0.4184 3.8844 -0.64 0.38 0.07 1.295
C 4.5084 -2.0268 -0.7700 -0.08 0.83 -0.33 -0.934
C 2.1398 -1.8518 -1.3033 0.58 -0.42 0.00 1.650
C 2.9962 -3.8475 -0.3030 0.20 0.06 0.07 -0.945
C -0.1305 -0.5678 3.8752 2.08 0.91 -0.27 -0.652
C -0.9642 -2.0887 -1.8683 -0.23 -0.40 -0.09 0.442
C -2.0940 0.8735 3.9217 -0.19 -0.06 -0.03 -0.681
C -4.2849 -0.1120 3.9478 0.91 -0.16 -0.05 0.346
H 2.1872 1.8244 -3.5643 0.02 0.03 -0.04 0.368
H -2.5221 -1.0616 -0.8121 -0.14 0.20 0.18 0.468
H 1.8445 2.3959 -1.9306 0.04 0.04 0.06 0.365
H 0.9323 -3.5336 -0.7431 0.00 -0.17 0.09 0.454
H 5.1006 -3.8885 0.0673 0.18 -0.04 0.08 0.423
H -3.5793 -6.1547 -1.9297 0.06 -0.03 -0.02 0.348
H 4.1334 0.6550 -1.7968 -0.52 -0.21 -0.08 0.252
H -4.3621 -2.2459 3.9273 -0.11 -0.22 -0.03 0.447
H 4.9790 -0.6347 6.0555 0.08 -0.04 0.16 0.379
H -3.8223 -3.0844 -0.3276 -0.15 0.08 0.10 0.376
H -4.1367 -5.4144 -0.4307 0.08 0.01 -0.05 0.365
H 5.4897 -1.5883 -0.7489 0.31 0.04 0.05 0.473
H 2.8370 -4.8420 0.0791 0.01 -0.12 0.12 0.455
H -3.8941 1.9948 4.0055 -0.06 0.17 -0.02 0.414
H 0.3282 -1.5313 3.8742 0.53 -0.30 0.01 0.410
H -1.0227 -5.4284 -2.5114 0.11 -0.14 -0.14 0.458
H 6.1595 -1.1089 3.9509 0.22 -0.08 0.00 0.390
H 5.0237 -0.7524 1.7980 0.11 -0.05 -0.18 0.355
H 0.5782 1.6153 -2.8783 0.09 -0.05 0.04 0.322
H 0.3031 -3.4138 -2.9928 0.20 -0.05 -0.07 0.574
H -1.4531 1.7387 3.9361 -0.15 0.15 0.02 0.386
H -1.9306 -2.5365 3.8424 0.17 -0.30 0.05 0.373
H -2.6301 -6.3251 -0.4516 0.04 0.00 -0.06 0.333
H 2.7196 0.1241 1.7607 -0.18 0.06 -0.16 0.556
H -0.6731 0.0285 -2.0478 -0.19 0.29 -0.15 0.350
H 2.6641 0.2344 5.9876 -0.11 0.06 0.17 0.454
```
Forces are in eV/Å.


A molecular structure, C31H27BrKN3O2SbSe at a distorted geometry, computed with ωB97M-V/def2-TZVPD.

Calculated values
* DFT total energy: -7327.9354 Eh
* net charge: -1

XYZ file:
```
67
Properties=species:S:1:pos:R:3:forces:R:3:mulliken_charge:R:1
Sb -5.4515 -16.5052 0.0653 -0.40 -0.64 0.76 0.552
Br 3.0984 -24.4955 0.5030 0.63 -0.44 0.31 -0.250
Se -0.1883 -19.6627 4.8971 -0.13 -0.09 -0.35 -0.669
K -2.4061 -17.7223 3.1935 0.22 -0.36 -0.16 0.861
O -1.4090 -19.3829 1.5356 0.26 -0.85 -0.47 -0.431
O -2.2359 -20.4560 -0.2636 1.21 0.09 1.20 -0.771
N -4.2262 -14.9536 2.3229 0.35 1.07 2.39 0.167
N -5.6368 -17.8727 2.7619 0.06 0.65 0.13 -0.109
N -3.3524 -15.1899 -1.3287 -0.39 1.65 -0.89 -0.202
C 0.6452 -21.3787 1.7264 0.37 -0.88 0.89 0.305
C -5.5724 -20.5728 2.2599 1.50 -0.11 -1.16 -0.423
C 0.5022 -20.4857 7.5688 -0.63 -0.47 -0.56 -0.388
C 1.9886 -19.2831 9.0369 0.01 -0.20 1.17 -0.519
C 2.4478 -18.6035 7.9557 0.57 0.83 -2.16 -0.255
C -4.1048 -14.0195 3.3236 -0.93 0.90 -1.24 0.608
C -3.4676 -16.3113 -0.6707 1.26 -1.89 0.71 -0.649
C -1.3625 -20.3115 0.6629 -1.97 1.16 -0.69 0.163
C 1.6355 -22.3878 1.7976 -0.27 0.79 -1.41 -0.744
C -2.2554 -14.9321 -2.0233 0.32 -0.76 -0.26 0.473
C -2.4387 -17.2747 -0.6441 -0.60 0.34 -0.23 0.636
C -6.0751 -13.6962 1.4509 -0.81 0.17 -0.45 -0.775
C -1.2628 -17.0563 -1.3951 -2.02 -1.10 1.25 -0.649
C -5.8710 -12.6536 2.3567 1.52 -2.17 0.17 -0.408
C -0.1218 -22.1940 -0.4125 -0.26 0.61 1.28 -0.591
C 1.8764 -18.7323 6.6607 0.31 0.10 1.09 -0.434
C -6.1939 -18.1236 5.0655 1.08 0.20 0.48 -1.387
C -2.2051 -13.6317 -2.7902 -0.06 0.47 1.01 -1.335
C 0.8602 -19.6710 6.4721 -0.30 0.66 0.16 0.137
C -5.2975 -19.6492 1.2301 0.42 -0.97 -2.02 -0.010
C -5.8564 -20.1278 3.5030 0.26 1.34 1.89 -0.424
C 1.7503 -23.2010 0.6867 -0.66 0.03 0.01 0.357
C -5.3979 -18.3025 1.5086 0.17 1.12 -0.21 -0.253
C -5.2494 -14.8164 1.5025 0.02 -0.84 -1.13 0.131
C -1.2087 -15.8798 -2.0743 0.54 1.54 -0.61 -0.524
C -5.8224 -18.7012 3.7710 -0.93 -2.67 -1.87 0.610
C -0.2312 -21.2986 0.6867 -0.15 -0.69 -1.61 0.124
C -4.8857 -12.8215 3.3310 0.11 -2.22 -0.48 -0.706
C 0.9859 -20.2094 8.8398 -0.66 -1.81 0.24 -0.300
C -3.0997 -14.2542 4.4110 0.85 -0.21 -0.86 -1.148
C 0.8506 -23.1616 -0.3803 -0.04 0.27 -0.10 -0.476
H -0.8788 -22.0859 -1.1742 0.09 -0.20 -0.21 0.433
H -7.2538 -18.1597 5.2221 -0.53 -0.31 0.36 0.302
H -3.5437 -14.9055 5.1804 0.45 -0.06 -0.28 0.225
H -4.9468 -20.0398 0.1999 -0.63 0.81 1.84 0.117
H 0.4467 -20.7269 2.5519 0.34 0.36 0.49 0.128
H -0.5927 -17.9132 -1.4289 0.39 0.59 -0.13 0.465
H 3.3096 -17.9571 8.0255 0.05 0.32 0.28 0.315
H 2.3742 -22.4312 2.5696 0.05 -0.01 0.52 0.459
H -2.8329 -13.2997 4.8973 0.06 -0.50 -0.24 0.421
H -6.9040 -13.6750 0.7018 0.85 0.10 0.73 0.303
H -0.3201 -15.6113 -2.6236 0.12 -0.02 -0.34 0.373
H -4.8124 -12.1870 4.1866 0.21 0.63 0.18 0.362
H -3.2024 -13.1966 -2.9503 0.28 -0.35 0.21 0.325
H -0.2093 -21.3221 7.3125 0.66 1.07 0.76 0.247
H 0.6517 -20.8341 9.6924 0.13 0.45 -0.57 0.267
H -6.4374 -11.7906 2.3564 -1.25 1.62 -0.13 0.504
H -5.5954 -18.5761 5.8550 -0.44 -0.17 0.32 0.388
H -1.6213 -12.9173 -2.1865 -0.20 -0.01 -0.22 0.263
H 2.1911 -18.0463 5.8519 -0.21 -0.66 0.50 0.327
H -2.1883 -14.7053 3.8878 -1.04 0.45 1.20 0.148
H -2.5831 -18.2095 -0.1214 0.10 -0.16 0.04 0.241
H -5.9130 -17.0928 5.0114 0.07 0.81 0.14 0.296
H -5.9415 -20.8774 4.3016 -0.16 0.61 -0.13 0.329
H -1.7115 -13.7054 -3.7379 0.33 -0.27 -0.55 0.389
H -5.3018 -21.6259 2.1319 -0.58 0.28 -0.26 0.357
H 2.4070 -19.1546 10.0423 -0.08 0.08 -0.47 0.318
H 0.9296 -23.8959 -1.1612 0.11 -0.09 -0.25 0.405
```
Forces are in eV/Å.


A molecular structure, C31H27Cl36F9N2O5S at a distorted geometry, computed with ωB97M-V/def2-TZVPD.

Calculated values
* DFT total energy: -19546.6947 Eh
* net charge: 0

XYZ file:
```
111
Properties=species:S:1:pos:R:3:forces:R:3:mulliken_charge:R:1
Cl 4.2332 10.1869 -3.5680 0.49 0.20 0.21 -0.078
Cl 5.5721 11.0754 -1.1511 -0.01 -0.24 -0.19 -0.097
Cl 3.3742 -10.1060 -3.2701 -0.20 -0.16 -0.01 -0.103
Cl -0.3119 -8.2930 -1.1022 -0.33 0.14 0.01 -0.069
Cl 0.1979 2.6990 -6.7244 0.00 -0.27 0.16 -0.027
Cl 3.4888 6.0008 -10.1941 -0.03 -0.17 0.22 -0.101
Cl 1.5180 0.1763 -6.1672 -0.26 0.19 0.09 -0.108
Cl 0.2740 6.1514 -4.7359 0.03 0.22 0.07 -0.034
Cl 2.0186 2.0401 3.9316 0.27 0.55 1.21 -0.008
Cl -9.6701 1.7212 -3.3600 -0.02 -0.24 0.13 -0.111
Cl -0.0844 1.4612 -4.1186 -0.18 0.84 -1.19 -0.100
Cl 7.6616 7.1172 0.1748 0.09 -0.31 0.28 -0.048
Cl 7.0458 9.6017 -3.1690 -0.24 0.00 0.16 -0.098
Cl 9.2404 6.0207 2.3496 -0.24 -0.05 -0.16 -0.099
Cl 6.3698 5.6124 2.2925 0.32 0.24 -0.06 -0.080
Cl 2.8864 3.2831 -9.3772 0.07 0.26 0.09 -0.092
Cl 0.9156 8.8333 -5.6397 -0.01 -0.16 0.20 -0.106
Cl 2.2159 -12.2862 -4.7946 -0.02 0.16 0.23 -0.103
Cl 8.0669 4.2541 0.3699 -0.07 0.22 0.16 -0.089
Cl 4.2781 3.1918 5.3537 -0.21 -0.14 0.09 -0.094
Cl 4.8476 4.8378 -7.9103 -0.27 0.01 -0.14 -0.095
Cl 0.5014 -10.2440 -3.6499 0.58 -0.45 -0.10 -0.010
Cl -0.5693 8.4488 -3.1770 0.21 -0.11 -0.18 -0.098
Cl -11.2838 -0.6708 -3.0583 0.23 0.13 0.07 -0.106
Cl 1.6553 3.1483 6.5903 0.21 -0.16 -0.18 -0.101
Cl -9.9579 0.4854 -0.7518 -0.11 -0.07 -0.35 -0.074
Cl -2.2766 -9.1631 -3.0613 -0.23 0.34 0.26 -0.126
Cl 2.2392 7.7351 -3.3045 -0.57 -0.26 -0.19 0.001
Cl -3.1417 -8.0942 -0.5056 0.22 0.01 -0.25 -0.096
Cl -1.3688 0.2741 -6.4346 0.23 0.14 0.12 -0.103
Cl -8.3974 -0.8280 -2.8143 -0.24 0.15 0.03 -0.093
Cl 3.1340 0.6773 6.2385 -0.05 0.22 -0.15 -0.111
Cl 5.0414 8.2540 -1.5621 0.01 0.26 -0.16 -0.085
Cl 2.0329 5.5152 -7.7324 0.23 -0.04 -0.16 -0.019
Cl -1.9496 -6.3384 -2.4826 0.02 -0.26 0.09 -0.074
Cl 1.8286 -12.1582 -1.9222 0.02 0.17 -0.23 -0.102
S 0.3864 -0.1496 -2.0365 1.20 -3.94 3.33 -0.037
F -0.7461 -5.2774 0.8828 1.00 1.70 0.15 -0.460
F -5.5967 3.3373 5.1812 -1.61 -2.37 -0.91 -0.276
F -7.0295 0.8885 -0.2838 2.11 -0.06 2.03 -0.201
F -7.4783 2.6374 1.6375 2.39 -2.06 1.01 -0.287
F -4.8604 3.1359 2.8414 -1.55 -3.02 0.13 -0.302
F -7.5100 0.5820 2.6095 1.79 2.07 -0.94 -0.293
F -6.2931 1.1599 5.4705 -0.14 2.30 -2.05 -0.235
F -5.7946 -0.5144 1.0248 -0.06 2.77 -0.59 -0.294
F -4.6923 0.8515 3.4288 -1.87 2.56 -1.25 -0.234
O -2.1802 -1.4486 3.5660 2.49 -1.85 -2.87 -0.653
O 1.5808 1.5580 1.4051 1.51 -3.70 1.04 -0.550
O -3.5183 1.4864 0.8369 -0.71 -0.71 -0.79 -0.302
O 3.5935 0.4459 1.5398 -2.09 0.95 0.78 -0.392
O 4.0402 1.7976 -0.2852 0.09 -0.94 4.84 -0.556
N 1.5647 -1.5959 0.2233 -4.19 1.35 -4.57 -0.662
N -0.6274 -3.1634 2.7560 -1.87 1.59 -0.25 -0.073
C -9.8273 0.1770 -2.4956 0.00 0.00 0.10 0.335
C 1.4448 -0.7352 2.4971 0.95 0.70 0.29 -0.550
C 0.0657 1.1519 -5.8624 -0.03 0.02 -0.16 0.263
C 1.9798 -11.1986 -3.4096 -0.02 0.03 -0.10 0.312
C -6.6239 1.5555 2.0198 -1.84 -1.08 0.07 0.192
C 3.3141 4.9092 -8.8036 0.01 -0.02 -0.02 0.307
C 0.7150 7.7922 -4.2137 0.05 -0.05 0.10 0.229
C -6.3236 2.2532 4.5817 0.58 0.85 0.25 0.172
C -5.5835 1.9414 3.1670 1.45 0.26 1.69 0.900
C 0.9081 -1.1853 -0.8246 2.49 1.98 1.89 0.281
C 1.3068 -4.7108 -0.3322 -0.11 -0.21 -1.23 -0.300
C -1.3894 -1.9187 2.7230 0.11 -0.34 0.04 -0.009
C 4.6913 2.8947 1.8099 0.33 -0.93 0.13 -0.485
C 2.7718 2.2653 5.5281 -0.19 0.04 0.15 0.357
C -5.9947 0.8532 0.7243 -1.01 -0.19 -1.07 0.876
C -1.3126 0.2691 1.2020 -0.26 0.41 -1.04 -0.331
C 4.0699 1.6774 0.9608 0.44 1.79 -4.19 0.590
C -0.8752 -1.2801 1.3122 -1.06 2.13 1.62 -1.325
C 0.4999 -3.2374 1.7810 -0.74 -0.52 1.86 1.705
C -4.7360 1.5970 0.0846 0.40 -0.62 -1.28 -0.851
C 0.6747 -1.6532 1.4320 -0.45 -1.24 -0.11 1.221
C 1.6928 -3.9025 2.6319 0.32 -0.07 -0.94 -1.379
C 7.8352 5.7519 1.2966 0.12 0.06 -0.04 0.300
C 0.9273 -4.8748 4.9977 0.36 -0.25 -0.46 -1.128
C 2.1710 0.5153 1.7649 -0.65 2.16 -1.59 -0.112
C -2.8025 0.2695 0.5474 1.43 -1.50 0.47 -0.788
C 5.4728 9.7802 -2.3626 -0.07 0.13 -0.11 0.368
C 1.2166 -4.3473 -1.9205 -0.33 0.28 -0.12 -0.996
C 1.6271 -3.6527 4.2135 1.02 -0.26 0.47 -0.121
C 0.0622 -4.1385 0.5037 1.08 0.33 -1.26 0.348
C -1.9189 -7.9727 -1.7875 -0.01 0.06 0.12 0.340
H -0.6598 0.8408 0.4537 -0.72 -0.92 1.28 0.213
H -4.9750 2.6997 -0.1568 0.21 -1.72 0.90 0.437
H -7.3815 2.6115 4.3285 1.39 -0.64 0.97 0.257
H 1.4648 -5.0932 5.9939 -1.08 0.55 -1.45 0.338
H -3.3103 -0.6818 0.9495 0.22 1.62 -0.44 0.365
H -4.5520 1.1010 -0.9436 -0.63 0.61 1.47 0.360
H -0.5737 -3.5349 -0.2409 0.73 -0.86 1.39 0.025
H 2.2798 -1.2739 3.0690 -1.33 0.51 -0.98 0.211
H 2.6834 -3.5363 2.1725 -1.36 -0.49 0.82 0.252
H 5.6646 2.5902 2.3537 -1.60 0.18 -0.87 0.313
H 1.2569 -5.8591 -0.2804 0.21 1.80 0.28 0.458
H 2.3243 -4.3213 0.0115 -1.59 -0.68 -0.11 0.219
H 2.7242 -3.6372 4.5819 -1.62 -0.02 -0.65 0.394
H -1.1151 -4.0304 3.0086 0.43 0.63 0.08 0.408
H 1.0898 -5.8121 4.3513 -0.34 1.27 1.01 0.271
H 1.9951 -3.5725 -2.2387 -1.00 -1.08 0.59 0.265
H 0.7394 -0.2534 3.2672 0.96 -0.86 -1.27 0.534
H -0.2013 -4.7445 5.1444 1.71 -0.09 -0.08 0.214
H 4.9811 3.7011 1.0557 -0.74 -1.36 1.03 0.159
H 0.1926 -3.8913 -2.1983 1.50 -0.79 0.47 0.199
H -1.2601 0.8398 2.1855 -0.29 -0.97 -1.16 0.328
H -1.5249 -1.7895 0.5219 1.55 0.15 0.84 0.697
H 1.6589 -5.0379 2.4190 0.07 1.73 0.43 0.353
H 1.3644 -5.2690 -2.5803 -0.20 1.23 1.02 0.251
H 1.2072 -2.6225 4.5087 0.39 -1.75 -0.57 0.125
H -2.6409 0.0935 -0.5846 -0.46 0.55 1.50 0.179
H 3.9843 3.2837 2.6112 0.81 -0.55 -1.29 0.198
```
Forces are in eV/Å.